ORCA calculation (ωB97M-V/def2-TZVPD) on an isolated molecule of C5H6INO at a distorted geometry.

The value obtained for the lowest unoccupied orbital energy is 0.0087 hartree. The value obtained for the HOMO energy is -8.33 eV. As for the structure (SMILES): C=C/C=C\N=C(\O)I. The net charge is 0. Its total energy is -621.7098 Eh. The max |F| is 0.0851 hartree/bohr. Its spin multiplicity is 1. For the HOMO-LUMO gap, the calculation gives 8.6 eV.

XYZ file:
```
14
C5H6INO (ωB97M-V/def2-TZVPD)
C -1.084 0.336 0.636
C -0.854 -0.829 -0.056
C 0.191 -1.046 -1.029
C 1.338 -0.382 -1.066
N 1.641 0.529 -0.044
C 1.392 0.398 1.156
O 1.395 1.401 1.988
I 1.505 -1.418 2.335
H -0.725 1.350 0.307
H -2.012 0.471 1.292
H -1.611 -1.653 0.362
H -0.028 -1.690 -1.904
H 2.028 -0.564 -1.857
H 1.359 2.100 1.405
```

Atom charges from the natural (NBO) analysis, given in e for atoms 1 to 6:
1. C -0.44
2. C -0.21
3. C -0.30
4. C 0.01
5. N -0.58
6. C 0.55

ORCA calculation (ωB97M-V/def2-TZVPD) on an isolated molecule of C3H4ClFO at a distorted geometry.

The value obtained for the lowest unoccupied orbital energy is 0.0232 hartree. The value obtained for the HOMO energy is -9.75 eV. As for the structure (SMILES): O[C@@H]1[C@H](F)[C@@H]1Cl. The net charge is 0. Its total energy is -751.8779 Eh. The max |F| is 0.1058 hartree/bohr. Its spin multiplicity is 1. For the HOMO-LUMO gap, the calculation gives 10.4 eV.

XYZ file:
```
10
C3H4ClFO (ωB97M-V/def2-TZVPD)
O -1.386 -1.029 -0.457
C -0.666 -0.200 0.534
C 0.130 0.839 -0.219
F 0.003 0.671 -1.668
C 0.927 -0.236 0.514
Cl 1.597 -1.639 -0.272
H -0.569 -0.892 -1.312
H -1.398 0.285 1.297
H 0.077 1.868 0.186
H 1.284 0.332 1.398
```

Atom charges from the natural (NBO) analysis, given in e for atoms 1 to 6:
1. O -0.70
2. C 0.03
3. C 0.13
4. F -0.36
5. C -0.32
6. Cl 0.06

ORCA calculation (ωB97M-V/def2-TZVPD) on the ion C36H15F18OSi with charge +1 at a distorted geometry.

The value obtained for the lowest unoccupied orbital energy is -0.1838 hartree. The value obtained for the HOMO energy is -12.00 eV. The net charge is +1. Its total energy is -3542.8634 Eh. The max |F| is 0.0390 hartree/bohr. Its spin multiplicity is 1. For the HOMO-LUMO gap, the calculation gives 7.0 eV.

XYZ file:
```
71
C36H15F18OSi (ωB97M-V/def2-TZVPD)
F -0.958 3.358 4.666
C -1.220 2.838 3.450
C -1.657 1.522 3.324
F -1.798 0.760 4.429
C -1.845 0.970 2.054
F -2.081 -0.373 1.940
C -1.650 1.701 0.882
Si -1.717 0.961 -0.840
C -2.519 -0.645 -1.424
C -3.880 -0.784 -1.759
F -4.730 0.248 -1.536
C -4.454 -1.953 -2.266
F -5.768 -2.016 -2.556
C -3.648 -3.074 -2.453
F -4.166 -4.202 -2.963
C -2.298 -3.014 -2.096
F -1.534 -4.121 -2.199
C -1.777 -1.813 -1.615
F -0.443 -1.792 -1.320
C -2.659 2.293 -1.788
C -3.714 3.024 -1.245
F -4.089 2.800 0.035
C -4.456 3.958 -1.962
F -5.456 4.643 -1.376
C -4.167 4.152 -3.310
F -4.911 5.003 -4.041
C -3.134 3.435 -3.907
F -2.886 3.571 -5.226
C -2.394 2.539 -3.132
F -1.358 1.863 -3.719
O 0.025 0.924 -0.890
C 1.209 0.534 -1.191
C 2.248 0.131 -0.179
C 3.526 -0.099 -1.023
C 3.282 0.565 -2.389
C 1.767 0.773 -2.535
C -1.183 3.005 1.054
F -0.827 3.725 -0.045
C -0.973 3.591 2.302
F -0.507 4.851 2.402
H 2.474 1.081 0.357
H 4.391 0.353 -0.517
H 3.751 -1.157 -1.163
H 3.825 1.514 -2.441
H 3.646 -0.081 -3.197
H 1.351 -0.001 -3.213
H 1.456 1.756 -2.940
F 4.099 -5.142 -0.422
C 2.973 -4.468 0.014
C 1.855 -5.231 0.314
C 0.777 -4.513 0.820
F -0.332 -5.220 1.215
C 0.764 -3.122 0.942
C 1.897 -2.374 0.593
C 1.830 -0.855 0.865
C 2.502 -0.517 2.220
C 1.949 0.542 2.956
C 2.436 0.869 4.221
C 3.551 0.198 4.743
C 4.116 -0.806 3.970
F 5.261 -1.403 4.436
C 3.610 -1.205 2.727
C 3.035 -3.073 0.162
H 1.845 -6.318 0.217
H -0.125 -2.641 1.346
H 0.763 -0.640 1.025
H 1.110 1.093 2.523
H 1.958 1.675 4.780
H 3.974 0.470 5.705
H 4.059 -2.039 2.199
H 3.999 -2.598 -0.010
```

Atom charges from the Löwdin analysis, given in e for atoms 1 to 6:
1. F 0.14
2. C -0.10
3. C -0.12
4. F 0.13
5. C -0.17
6. F 0.08